148
Properties=species:S:1:pos:R:3:forces:R:3:mulliken_charge:R:1 method="wB97M-V/def2-TZVPD" charge=-1 relative_energy_ev=5.010 e_homo_ev="-3.686 / -3.677" e_tot_ev=-374564.4954 spin_multiplicity=2 s_squared=1.198 orbital_gap_ev="4.7 / 4.5"
Ti 0.884 -1.350 1.165 -1.3 -0.2 0.0 -1.379
C -3.519 1.057 -5.535 0.1 -0.2 0.0 -1.838
C -3.786 -0.276 -4.828 -0.1 0.3 -0.1 3.083
C -5.029 -0.928 -5.446 0.2 0.0 0.1 -2.132
C -4.003 -0.005 -3.340 0.0 -0.1 -0.1 -2.035
C -2.525 -1.124 -5.044 -0.2 0.0 -0.1 -0.319
O -1.765 -0.912 -5.969 0.1 0.1 -0.2 -0.686
N -2.177 -2.047 -4.100 0.7 -0.3 0.3 0.583
C -2.955 -2.957 -3.359 -0.2 -0.2 0.1 0.160
C -3.929 -3.697 -4.023 0.0 -0.1 0.0 -0.611
C -4.711 -4.614 -3.349 -0.1 0.0 -0.1 -0.906
C -4.510 -4.828 -1.995 -0.1 0.0 0.0 -0.811
C -3.518 -4.134 -1.335 0.0 -0.1 0.0 -0.782
C -2.715 -3.201 -1.994 -0.1 0.0 -0.2 -0.002
C -1.719 -2.479 -1.203 0.8 0.3 0.2 0.758
C -0.390 -2.399 -1.535 -1.4 -0.1 0.3 0.171
C 0.168 -3.053 -2.698 0.8 0.0 0.0 -2.026
C 1.424 -2.586 -2.859 -0.6 -0.3 0.0 -1.669
C 1.696 -1.705 -1.748 1.6 0.9 -0.2 -0.412
N 0.621 -1.671 -0.890 0.1 0.3 0.7 0.993
C 2.923 -1.060 -1.619 -1.3 -0.7 -0.4 1.266
C 3.448 -0.653 -0.374 0.6 0.4 0.2 -0.055
C 4.777 -0.286 -0.066 -0.6 0.0 -0.3 -1.365
C 4.920 -0.432 1.302 -0.5 -0.2 0.5 -1.448
C 3.665 -0.809 1.802 0.7 0.2 0.1 -0.319
C 3.253 -0.955 3.185 -0.5 0.8 -0.4 0.991
C 2.175 -0.123 3.526 0.7 0.0 0.1 -0.071
N 1.218 0.192 2.607 0.1 0.3 0.0 0.965
C 0.364 1.075 3.194 -0.3 -0.1 -0.4 -0.054
C -0.936 1.316 2.697 0.2 -0.3 -0.2 1.149
C -1.495 0.286 1.888 0.2 0.4 0.6 -0.002
C -2.682 0.340 1.072 -0.1 -0.1 0.0 -1.565
C -2.869 -0.605 0.112 0.1 0.1 0.3 -1.006
C -2.130 -1.858 0.078 0.4 0.1 -0.6 1.152
N -0.800 -0.841 1.842 -1.0 0.3 -0.4 0.525
C -1.763 2.427 3.196 0.0 0.1 -0.1 0.279
C -2.152 2.463 4.530 -0.1 0.1 -0.1 -0.085
C -2.966 3.467 5.018 0.0 0.0 0.2 -1.205
C -3.458 4.427 4.154 0.0 0.0 0.0 -0.577
C -3.100 4.397 2.820 -0.1 0.0 0.0 -0.467
C -2.209 3.446 2.337 -0.1 0.1 0.3 -0.269
N -1.813 3.427 0.999 0.3 -0.8 0.0 0.678
C -1.910 4.345 -0.018 -0.1 0.2 -0.1 -0.446
O -2.171 3.946 -1.134 0.0 0.0 -0.1 -0.681
C -1.529 5.816 0.202 0.1 0.2 -0.1 2.724
C -2.770 6.690 -0.026 0.1 -0.2 0.0 -1.694
C -0.515 6.113 -0.916 -0.1 -0.1 -0.1 -2.012
C -0.854 6.115 1.540 -0.1 0.0 -0.1 -1.944
C 0.914 1.476 4.457 0.4 0.0 0.2 -1.369
C 1.977 0.655 4.706 -0.3 0.3 0.1 -1.030
C 3.762 -2.068 3.951 0.3 -0.5 0.6 0.383
C 4.908 -2.762 3.510 -0.1 0.3 0.1 -1.033
C 5.231 -4.022 3.956 0.0 0.0 0.1 -0.695
C 4.414 -4.661 4.876 0.0 0.1 0.0 -0.936
C 3.307 -3.994 5.363 0.1 0.0 0.1 -0.216
C 2.987 -2.712 4.938 0.1 -0.1 -0.2 -0.123
N 1.764 -2.176 5.467 0.6 0.0 0.4 0.714
C 0.592 -2.221 4.805 -0.4 -0.2 -0.4 -0.906
O 0.547 -2.351 3.587 -0.4 0.1 1.0 -0.255
C -0.659 -2.151 5.689 -0.2 -0.1 0.0 2.307
C -0.649 -3.388 6.601 0.0 0.1 -0.1 -1.880
C -1.897 -2.183 4.794 0.2 0.0 0.0 -1.698
C -0.662 -0.868 6.528 0.0 -0.1 -0.2 -1.601
N 2.765 -0.900 0.792 1.6 0.3 -0.8 1.322
C 3.778 -0.956 -2.815 -0.1 0.1 0.0 0.439
C 5.047 -1.525 -2.838 0.0 -0.1 -0.1 -0.418
C 5.864 -1.375 -3.943 0.1 0.0 0.1 -1.174
C 5.416 -0.666 -5.045 0.0 0.0 -0.1 -0.485
C 4.138 -0.136 -5.055 0.0 -0.1 0.0 -0.446
C 3.314 -0.261 -3.945 0.4 0.0 0.1 -0.203
N 1.979 0.206 -3.970 -0.2 -0.7 -0.1 0.418
C 1.354 1.411 -3.962 0.1 0.2 0.1 -0.070
O 0.141 1.420 -3.855 -0.3 0.1 0.0 -0.678
C 2.121 2.727 -4.136 -0.1 0.2 0.1 3.278
C 3.581 2.704 -3.687 -0.1 0.0 -0.1 -1.824
C 2.014 3.079 -5.626 -0.1 -0.1 0.1 -1.851
C 1.377 3.785 -3.311 -0.1 -0.2 -0.1 -2.300
H -4.366 1.727 -5.407 -0.1 0.1 0.1 0.471
H -3.352 0.893 -6.596 0.0 0.0 -0.1 0.389
H -2.628 1.523 -5.121 0.1 0.1 0.0 0.242
H -5.840 -0.200 -5.475 -0.1 0.1 0.0 0.478
H -5.361 -1.780 -4.858 -0.1 0.0 0.0 0.391
H -4.822 -1.250 -6.465 0.0 -0.1 -0.1 0.381
H -4.805 0.721 -3.215 -0.1 0.1 0.0 0.567
H -3.096 0.407 -2.901 0.1 0.0 0.1 0.457
H -4.277 -0.915 -2.811 0.0 0.0 0.1 0.339
H -1.188 -2.276 -4.140 -0.2 0.1 -0.2 0.098
H -4.049 -3.557 -5.087 0.0 0.0 -0.1 0.773
H -5.458 -5.177 -3.885 -0.1 -0.1 -0.1 0.380
H -5.113 -5.547 -1.460 0.0 -0.1 0.0 0.428
H -3.317 -4.319 -0.292 0.0 0.0 0.1 0.613
H -0.320 -3.853 -3.225 -0.1 -0.1 -0.2 0.884
H 2.153 -2.863 -3.601 0.1 -0.1 -0.1 0.742
H 5.533 0.022 -0.762 0.1 0.0 -0.2 0.754
H 5.799 -0.242 1.891 0.1 0.0 0.1 0.737
H -3.321 1.210 1.116 0.0 0.1 -0.1 0.718
H -3.582 -0.425 -0.678 -0.1 0.1 -0.1 0.557
H -1.826 1.670 5.189 0.0 -0.1 0.0 0.455
H -3.236 3.478 6.063 -0.1 0.0 0.1 0.446
H -4.133 5.190 4.513 -0.1 0.1 0.0 0.404
H -3.528 5.107 2.134 -0.1 0.1 -0.1 0.496
H -1.672 2.493 0.624 -0.1 0.2 0.0 -0.214
H -3.245 6.408 -0.964 0.0 0.0 -0.1 0.338
H -2.491 7.741 -0.075 0.1 0.1 0.0 0.446
H -3.496 6.575 0.776 -0.1 0.0 0.0 0.300
H -0.921 5.816 -1.879 0.0 0.0 -0.1 0.356
H 0.405 5.556 -0.749 0.1 -0.1 0.0 0.375
H -0.279 7.174 -0.944 0.0 0.1 0.1 0.537
H -1.555 6.123 2.368 0.1 0.1 0.1 0.415
H -0.382 7.095 1.491 0.0 0.1 0.0 0.489
H -0.086 5.374 1.751 0.1 0.0 0.1 0.328
H 0.534 2.261 5.082 -0.1 0.1 0.1 0.688
H 2.612 0.643 5.573 0.1 0.0 0.1 0.579
H 5.523 -2.314 2.746 0.0 0.0 -0.1 0.373
H 6.089 -4.527 3.540 0.1 -0.1 0.0 0.530
H 4.610 -5.678 5.173 0.0 -0.1 0.1 0.390
H 2.633 -4.490 6.050 0.0 0.0 0.0 0.385
H 1.718 -2.149 6.475 0.0 0.0 -0.1 0.519
H -0.702 -4.298 6.005 0.0 -0.1 0.0 0.389
H -1.508 -3.364 7.268 -0.1 0.0 0.1 0.484
H 0.249 -3.432 7.215 0.0 0.0 0.1 0.315
H -1.864 -3.048 4.133 0.0 0.0 -0.1 0.372
H -1.945 -1.280 4.187 0.0 0.0 -0.1 0.132
H -2.798 -2.241 5.402 -0.1 0.0 0.1 0.586
H 0.091 -0.887 7.314 0.1 0.0 0.1 0.435
H -1.636 -0.741 6.999 -0.1 -0.1 0.1 0.483
H -0.468 -0.005 5.895 0.0 0.0 0.0 -0.016
H 5.373 -2.111 -1.985 0.0 0.1 0.0 0.519
H 6.847 -1.821 -3.946 0.1 -0.1 0.0 0.432
H 6.048 -0.553 -5.913 0.1 0.0 -0.1 0.409
H 3.760 0.372 -5.929 0.0 0.1 -0.1 0.424
H 1.303 -0.536 -3.798 0.0 0.3 -0.1 -0.384
H 4.218 2.173 -4.387 0.1 0.0 0.0 0.393
H 3.682 2.240 -2.707 0.1 0.0 0.1 0.217
H 3.945 3.730 -3.615 0.0 0.1 0.0 0.480
H 2.489 2.317 -6.240 0.1 -0.1 -0.1 0.276
H 2.496 4.034 -5.825 0.1 0.1 0.0 0.455
H 0.968 3.145 -5.914 -0.1 0.0 -0.1 0.380
H 1.560 3.625 -2.250 0.0 0.0 0.1 0.412
H 0.307 3.710 -3.483 -0.1 0.1 0.0 0.340
H 1.714 4.784 -3.578 0.1 0.1 0.0 0.504
Se 3.589 -3.672 0.240 1.1 0.1 -0.9 -0.035
Se 4.934 -5.443 0.327 -0.5 0.0 0.3 -0.350
Se 0.548 -5.484 0.993 -0.8 -0.8 -0.3 -0.552
Se 1.656 -3.658 1.591 1.1 -1.4 0.7 0.114
N -2.285 -2.720 1.254 0.2 -0.8 0.5 -0.639
C -1.062 -1.992 1.168 -1.3 0.2 -0.1 0.634
H -2.960 -2.333 1.919 0.2 0.1 -0.1 0.483